Here is 5 unconnected molecules or ions with the total composition C17H42BClN6O12PS from the Open Molecules 2025 dataset. Energies are from ωB97M-V with the def2-TZVPD basis set.

Geometry as ORCA input:
```
! wB97M-V def2-TZVPD RIJCOSX def2/J DEFGRID3
* xyz 1 1
C 4.0899 -3.1942 -0.2616
C 3.4368 -2.2074 -1.2085
O 2.0584 -1.9791 -0.9390
C 1.7953 -1.3434 0.2814
C 0.5882 -0.4605 0.0466
O 0.2721 0.2036 1.2798
C -0.6055 1.3002 1.2045
C -1.6882 1.0492 2.2526
B -2.4567 -0.3579 2.0945
O -3.1285 -0.9797 3.1278
O -2.4498 -0.8398 0.8503
C -3.3793 -1.8507 0.3890
C -4.7118 -1.2199 0.0382
N -0.9117 1.2943 3.5515
N -0.5685 0.1833 4.3736
C 0.3507 2.1822 3.1929
Cl 1.8496 1.3436 3.5231
C 0.1144 2.5741 1.7318
S -1.0979 3.9790 1.6966
P 1.5145 3.3209 0.6939
C 2.4080 4.2583 2.0040
C 2.7330 1.9994 0.2889
C 2.6860 1.5719 -1.1895
H 3.6071 -4.1708 -0.3254
H 5.1386 -3.3128 -0.5391
H 4.0623 -2.8557 0.7773
H 3.9771 -1.2492 -1.1959
H 3.4685 -2.5851 -2.2304
H 1.5571 -2.0695 1.0719
H 2.6543 -0.7587 0.6385
H -0.2570 -1.0797 -0.2554
H 0.7819 0.2763 -0.7332
H -1.0214 1.4394 0.2031
H -2.4729 1.8078 2.2120
H -3.5749 -0.3893 3.7498
H -3.4642 -2.6546 1.1202
H -2.9182 -2.2729 -0.5004
H -4.6672 -0.7537 -0.9446
H -5.4775 -1.9951 -0.0146
H -5.0182 -0.4756 0.7757
H -1.4716 1.9023 4.1463
H -1.4166 -0.1770 4.7933
H -0.1393 -0.5155 3.7743
H 0.3251 3.0108 3.8947
H -0.9475 4.3680 2.9682
H 2.8761 5.1240 1.5377
H 1.7169 4.6163 2.7695
H 3.1643 3.6461 2.4941
H 2.6749 1.1507 0.9725
H 3.6967 2.4772 0.4922
H 1.7165 1.7794 -1.6490
H 3.4230 2.1276 -1.7704
H 2.9136 0.5123 -1.3112
C -4.1507 1.1144 -3.8480
N -5.5978 0.8314 -3.6296
O -6.4077 1.3952 -4.3267
O -5.8652 0.0422 -2.7400
H -4.0559 1.8218 -4.6629
H -3.7612 1.5163 -2.9181
H -3.6677 0.1688 -4.0743
C -0.9475 4.7808 -3.4533
N -1.7020 3.6622 -4.0835
O -2.5256 3.9328 -4.9276
O -1.4377 2.5350 -3.7068
H -1.2933 5.7089 -3.8913
H -1.1395 4.7385 -2.3853
H 0.1058 4.6058 -3.6507
C -5.8169 -5.6105 -0.5632
N -4.5338 -5.4994 -1.3117
O -3.8326 -4.5243 -1.1099
O -4.2730 -6.3949 -2.0799
H -5.9144 -4.7452 0.0807
H -6.6128 -5.6588 -1.3000
H -5.7771 -6.5359 0.0031
C 9.2733 -1.8208 0.4819
N 8.1431 -2.7643 0.2576
O 8.0699 -3.7448 0.9636
O 7.3630 -2.4837 -0.6323
H 9.8753 -2.2032 1.2968
H 9.8336 -1.7668 -0.4465
H 8.8418 -0.8519 0.7136
*
```

Computed properties:
Calculated total energy   -3128.34790 hartree
LUMO   -3.110 eV
Energy relative to the best compared isomer or geometry (same formula, charge and spin)   0.00 kJ/mol
F_max   0.0093 Eh/bohr

Here is 4 unconnected molecules or ions with the total composition C17H42BrN4O3 from the Open Molecules 2025 dataset. Energies are from ωB97M-V with the def2-TZVPD basis set.

Geometry as ORCA input:
```
! wB97M-V def2-TZVPD RIJCOSX def2/J DEFGRID3
* xyz 1 1
N 0.1553 2.7770 2.2003
C 0.2767 1.5311 1.4587
C -0.0990 0.2614 2.2322
N -1.3756 0.3249 2.9679
C -2.5403 0.6428 2.4587
N -3.7001 0.6865 3.1515
C -4.6300 1.5158 2.3488
C -4.2013 1.0735 0.9603
Br -4.6836 2.2810 -0.4319
N -2.7440 0.9818 1.1626
H -0.6582 3.3068 1.9186
H 0.1180 2.6444 3.2021
H -0.2928 1.6067 0.5312
H 1.3207 1.3749 1.1603
H -0.1023 -0.6091 1.5671
H 0.6637 0.0705 2.9895
H -1.3652 0.0530 3.9400
H -3.6481 0.8644 4.1455
H -4.3509 2.5659 2.4744
H -5.6781 1.3552 2.5823
H -4.5929 0.0874 0.7057
H -2.2210 0.4716 0.4614
C -3.6316 3.2296 -3.7644
C -2.2606 2.5880 -3.6353
O -1.9610 1.6406 -4.6375
C -1.9461 2.1288 -5.9724
C -0.9289 3.2278 -6.2195
H -4.4131 2.4681 -3.7895
H -3.8074 3.8880 -2.9113
H -3.7242 3.8381 -4.6638
H -2.2120 2.0217 -2.7016
H -1.4843 3.3601 -3.5787
H -2.9474 2.4579 -6.2711
H -1.7045 1.2569 -6.5792
H -1.1488 4.1317 -5.6497
H -0.9318 3.4986 -7.2754
H 0.0732 2.8908 -5.9520
C -0.8760 -3.5851 2.9330
C 0.5036 -4.2031 2.7545
O 0.4768 -5.5689 2.4135
C -0.1593 -5.9012 1.1888
C 0.4700 -5.2554 -0.0327
H -1.4485 -4.1288 3.6849
H -0.7723 -2.5471 3.2620
H -1.4506 -3.5860 2.0046
H 1.0468 -4.1608 3.6991
H 1.0875 -3.6276 2.0245
H -1.2306 -5.6732 1.2364
H -0.0704 -6.9844 1.1207
H 0.3819 -4.1673 -0.0191
H -0.0268 -5.6136 -0.9346
H 1.5285 -5.5084 -0.0977
C 5.4288 -0.1962 -1.5378
C 4.6497 0.8035 -0.7033
O 3.9387 0.2244 0.3833
C 4.7292 -0.4609 1.3431
C 5.7699 0.4065 2.0278
H 4.7693 -0.9762 -1.9204
H 5.8887 0.3133 -2.3849
H 6.2281 -0.6733 -0.9701
H 3.8807 1.2758 -1.3152
H 5.3084 1.6022 -0.3468
H 5.2008 -1.3413 0.8940
H 4.0134 -0.8288 2.0806
H 6.5232 0.7716 1.3298
H 6.2865 -0.1735 2.7931
H 5.3014 1.2694 2.5033
*
```

Computed properties:
Calculated total energy   -3691.41730 hartree
LUMO   -2.847 eV
Energy relative to the best compared isomer or geometry (same formula, charge and spin)   0.00 kJ/mol
F_max   0.0112 Eh/bohr

Here is 6 unconnected molecules or ions with the total composition C17H42FN6O8PS2 at a distorted geometry from the Open Molecules 2025 dataset. Energies are from ωB97M-V with the def2-TZVPD basis set.

Geometry as ORCA input:
```
! wB97M-V def2-TZVPD RIJCOSX def2/J DEFGRID3
* xyz 0 1
O -4.6162 -2.4053 -3.2688
S -4.8008 -3.5041 -4.1080
O -4.5283 -4.7419 -3.5223
F -6.2219 -3.4298 -4.6583
N -3.9738 -3.1889 -5.4977
C -2.5481 -2.8281 -5.2345
C -1.6049 -3.9376 -4.7197
O -1.0274 -3.4852 -3.4872
P -4.2167 -4.3092 -6.7924
S -4.0516 -6.2015 -6.4553
H -2.5187 -2.0154 -4.5242
H -2.1665 -2.4133 -6.1607
H -0.7675 -4.0263 -5.4042
H -2.1075 -4.8761 -4.5126
H -1.7650 -3.4725 -2.8470
H -5.4886 -4.0322 -7.3139
H -3.3093 -3.9112 -7.7850
C -3.4768 -1.5640 1.8613
N -2.8752 -1.5949 0.5450
C -2.7489 -0.3582 -0.2130
C -2.4296 -2.7315 -0.0079
O -1.9174 -2.8049 -1.1102
H -4.4995 -1.1872 1.7941
H -2.9013 -0.9104 2.5179
H -3.4972 -2.5637 2.2898
H -3.2946 -0.4535 -1.1522
H -1.6985 -0.1730 -0.4386
H -3.1502 0.4750 0.3574
H -2.5712 -3.6162 0.6358
C -0.4815 0.5204 3.6609
N -0.4630 1.6616 2.7640
C 0.8149 2.2715 2.4191
C -1.5800 2.1815 2.2383
O -1.6217 3.1392 1.4850
H -0.0431 0.7939 4.6194
H 0.0988 -0.2971 3.2284
H -1.5015 0.1814 3.8255
H 0.8201 3.3154 2.7200
H 0.9631 2.2275 1.3412
H 1.6239 1.7471 2.9187
H -2.4974 1.6528 2.5579
C 3.4509 7.1656 0.0915
N 2.8512 6.1281 0.9061
C 1.5277 6.3427 1.4730
C 3.4743 4.9657 1.1590
O 3.0065 4.0695 1.8360
H 3.5581 8.0823 0.6748
H 2.8198 7.3696 -0.7757
H 4.4332 6.8515 -0.2542
H 1.5770 6.2812 2.5607
H 0.8407 5.5729 1.1193
H 1.1580 7.3218 1.1808
H 4.4689 4.8912 0.6857
C 2.0068 2.4007 8.7566
N 1.9728 1.1640 8.0014
C 3.1896 0.3799 7.8661
C 0.8500 0.7126 7.4173
O 0.7701 -0.3168 6.7735
H 2.7205 3.0929 8.3058
H 2.3096 2.2004 9.7862
H 1.0230 2.8643 8.7630
H 3.4459 0.2719 6.8121
H 3.0374 -0.6157 8.2832
H 4.0039 0.8734 8.3897
H -0.0181 1.3766 7.5762
C 3.6372 -1.1928 -5.5323
N 2.8947 -2.4052 -5.2565
C 3.3223 -3.2732 -4.1701
C 1.8155 -2.7627 -5.9681
O 1.1650 -3.7712 -5.7666
H 4.6716 -1.4377 -5.7822
H 3.6290 -0.5436 -4.6545
H 3.1899 -0.6597 -6.3684
H 3.5560 -4.2646 -4.5586
H 2.5183 -3.3732 -3.4404
H 4.2023 -2.8529 -3.6901
H 1.5609 -2.0433 -6.7665
*
```

Computed properties:
Calculated total energy   -2840.96753 hartree
LUMO   0.534 eV
F_max   0.0445 Eh/bohr